{
  "formula": "C21H70N10O14",
  "method": "wB97M-V/def2-TZVPD",
  "species": ["C", "C", "O", "H", "H", "H", "H", "H", "H", "C", "C", "O", "H", "H", "H", "H", "H", "H", "C", "C", "O", "H", "H", "H", "H", "H", "H", "C", "C", "O", "H", "H", "H", "H", "H", "H", "C", "C", "O", "H", "H", "H", "H", "H", "H", "C", "C", "O", "H", "H", "H", "H", "H", "H", "C", "C", "O", "H", "H", "H", "H", "H", "H", "C", "O", "N", "N", "H", "H", "H", "H", "C", "O", "N", "N", "H", "H", "H", "H", "C", "O", "N", "N", "H", "H", "H", "H", "C", "O", "N", "N", "H", "H", "H", "H", "C", "O", "N", "N", "H", "H", "H", "H", "C", "O", "H", "H", "H", "H", "C", "O", "H", "H", "H", "H"],
  "positions_angstrom": [[1.5915, -2.2975, -5.0160], [2.4135, -2.0115, -3.7600], [1.8495, -3.0365, -2.8330], [1.5545, -3.3315, -5.1890], [2.1125, -1.7985, -5.8450], [0.5985, -1.9565, -4.9940], [2.1185, -1.0275, -3.3840], [3.4665, -2.1765, -4.0490], [2.1805, -2.7895, -1.9650], [1.1885, 4.2085, 0.7630], [0.4415, 3.8935, -0.5470], [0.2765, 5.1235, -1.1520], [1.4775, 3.3875, 1.3450], [0.5095, 4.7095, 1.4430], [2.2075, 4.5955, 0.5760], [-0.5565, 3.4825, -0.3060], [0.9285, 3.1645, -1.0440], [-0.4415, 5.0125, -1.7010], [-3.5025, 2.8005, -0.1240], [-3.6385, 1.9355, 1.1470], [-3.7555, 0.5775, 0.6610], [-3.6495, 3.8375, 0.0800], [-4.1255, 2.4625, -0.9940], [-2.4675, 2.6655, -0.4420], [-4.6535, 2.0345, 1.5410], [-2.8815, 1.9995, 1.8870], [-3.4095, 0.0075, 1.3750], [0.3155, 1.4705, -3.7660], [-1.0725, 2.1835, -3.4670], [-1.0495, 3.4655, -4.0500], [1.0375, 1.9525, -3.1200], [0.6325, 1.3785, -4.8300], [0.3385, 0.4285, -3.4060], [-1.3405, 2.2675, -2.4540], [-2.1175, 1.7535, -3.6670], [-0.7555, 4.1695, -3.4330], [5.3055, -0.5015, 1.1400], [5.2255, -1.4245, -0.0340], [4.0015, -1.3505, -0.6510], [6.2715, -0.5285, 1.6150], [4.5175, -0.8025, 1.8220], [5.1495, 0.5055, 0.8740], [5.4905, -2.4655, 0.4010], [5.9295, -1.2795, -0.8780], [3.3205, -1.8175, -0.0980], [-0.5145, 0.5505, 0.2220], [0.8355, 0.2905, -0.3860], [0.9955, -1.0885, -0.6520], [-0.8205, 1.5485, 0.5880], [-0.7995, -0.0625, 1.0660], [-1.2755, 0.3875, -0.5620], [1.6985, 0.6865, 0.2290], [0.8135, 0.7805, -1.4180], [0.6205, -1.3355, -1.5500], [-4.3155, -2.3345, 3.9060], [-4.0105, -0.9935, 3.3960], [-2.8185, -1.0085, 2.5210], [-4.3065, -2.9975, 3.0250], [-5.3155, -2.4275, 4.5120], [-3.5485, -2.6215, 4.5520], [-3.8075, -0.2865, 4.1620], [-4.8905, -0.6175, 2.8230], [-2.2595, -1.7325, 2.6760], [-4.8225, 0.0005, -2.4980], [-5.3395, -0.3545, -3.6660], [-3.5895, -0.1255, -2.2900], [-5.4695, 0.4065, -1.4380], [-3.1775, -0.3305, -3.1320], [-3.0345, -0.0325, -1.4360], [-6.5105, 0.2365, -1.4410], [-4.9605, 0.7025, -0.5750], [-0.9885, 1.8735, 4.1110], [-0.7325, 2.7165, 3.0420], [-0.0595, 1.4075, 4.9020], [-2.1445, 1.7515, 4.6120], [0.9525, 1.2785, 4.7220], [-0.4395, 1.1695, 5.7880], [-2.8645, 2.3835, 4.1710], [-2.3535, 1.2795, 5.5120], [2.6875, -2.9385, 2.1360], [3.1155, -3.7935, 1.0140], [1.7665, -1.9875, 1.9570], [3.0345, -3.0875, 3.3800], [1.4255, -1.7325, 1.0480], [1.1425, -1.6975, 2.7840], [3.7535, -3.7735, 3.6790], [2.6765, -2.3735, 4.0570], [3.5865, 2.1055, -1.4080], [3.5665, 2.4505, -0.0770], [3.6525, 0.9345, -1.9490], [3.5445, 2.9955, -2.3100], [3.7795, 0.1705, -1.3040], [3.5105, 0.7265, -2.9180], [3.2935, 3.9755, -2.0220], [3.5155, 2.8305, -3.2880], [-1.5185, -2.7895, -2.5910], [-0.9215, -1.5625, -2.6740], [-2.7525, -3.0125, -2.3460], [-0.7325, -3.8255, -2.8040], [-3.2855, -2.2295, -2.1870], [-3.1215, -3.8915, -1.9370], [0.2285, -3.5715, -3.1000], [-0.9435, -4.8555, -2.5450], [-0.8165, -3.5805, 0.8050], [-1.0845, -3.6555, 2.1380], [-0.4905, -2.5445, 0.4980], [-1.6285, -3.8465, 0.1960], [-0.0305, -4.2175, 0.4870], [-0.2625, -3.3505, 2.5900], [2.5005, 1.0525, 2.9510], [2.3675, 1.0545, 4.3840], [3.0135, 0.2395, 2.6110], [3.0025, 1.9755, 2.5950], [1.5285, 1.1555, 2.3800], [3.1215, 0.6765, 4.8020]],
  "forces_ev_per_a": [[1.8937, 1.5695, -0.4315], [-2.2946, -1.7740, -0.5010], [1.9245, 1.4313, -0.5899], [0.2507, -1.5281, -0.3621], [-0.3079, -0.2410, -0.1373], [-1.3194, 0.7018, 0.3933], [0.6955, -0.0192, 0.1153], [-0.2741, 0.2017, 0.9652], [0.0466, -0.2823, 0.4692], [0.0248, -0.0476, -0.6075], [-1.3287, 1.1184, 4.6635], [2.0736, 1.1731, 0.0861], [-0.0430, -1.9725, 0.4549], [0.2951, 0.9367, -0.1154], [-0.8480, 0.7816, -0.1038], [0.3206, 0.0745, 0.1114], [1.9449, -2.1524, -2.3954], [-2.4809, 0.2725, -1.9568], [0.8337, -1.0507, 0.0435], [-2.7298, -0.7698, -2.2517], [1.0855, -0.1033, 0.4074], [-0.2213, 0.7630, 0.0878], [0.2547, 0.3571, 1.1473], [0.0274, 0.2024, -0.2006], [0.1893, 1.0385, 0.7248], [0.9058, 0.5029, 0.4476], [0.1194, -0.2612, -0.6279], [-1.5629, -1.0722, 0.4015], [-0.5800, -0.6940, -1.2026], [0.0135, 1.4385, -0.0507], [0.4330, 0.5597, -0.3365], [-0.4801, 0.7334, 0.6845], [-0.5088, 0.1681, -0.0980], [1.0087, 0.1707, 2.1460], [1.8496, -0.2858, -1.3079], [-0.1270, -1.0300, -0.5790], [0.3263, -0.2458, -0.0193], [2.3872, -2.1618, 0.4671], [-2.4915, -1.3018, 0.3466], [0.3842, -0.3330, 0.3905], [0.0577, -0.0566, 0.3559], [-0.4852, 1.3862, -0.4307], [-0.7657, 1.1655, -1.0414], [0.1410, 0.3867, 0.8221], [0.7993, 0.3344, -0.7200], [-1.8443, 0.7174, -0.1803], [0.2122, 1.5837, -1.3208], [0.4032, -1.0450, -0.5683], [1.1497, -0.0458, -0.1776], [0.2529, -0.6540, 0.2401], [0.3082, -0.4057, 0.2599], [-0.7861, -0.5215, -0.8153], [0.4830, -0.1155, 1.6990], [-0.2334, 0.3768, 1.1610], [-2.4393, -1.0687, 0.0379], [0.0211, 0.7244, -1.5263], [-2.4658, 1.9448, 0.4079], [-0.3416, -0.1344, 0.5594], [1.7801, 0.3340, -1.3829], [1.2921, -0.8416, 1.1636], [0.1410, 0.6514, 0.7872], [0.9165, -0.0832, -0.0246], [1.0377, -1.9856, 0.3830], [-5.7800, -1.5226, -4.6063], [1.3710, 1.4229, 4.1023], [5.7064, -0.3109, 1.3227], [-4.4261, 0.8951, 2.1283], [2.2314, -0.6051, -1.9193], [-0.7327, 0.1605, -0.4469], [1.9343, 0.6227, 0.0894], [-0.8290, -0.9608, -1.0148], [4.9301, 5.9705, -5.6094], [-1.4062, -4.4649, 4.0757], [1.5985, -1.2573, 0.5983], [-7.4590, 0.6142, 0.8315], [-0.8331, 0.3698, 0.1267], [0.4958, -0.4817, 0.7197], [0.9980, -1.2752, 1.0221], [0.2318, 0.6828, -1.3273], [0.6967, -4.2852, -7.0479], [-1.8547, 4.9698, 6.0104], [-1.7967, 0.9013, 1.8578], [1.4667, -0.4444, 3.2692], [-0.2082, -0.1572, -0.8118], [1.6589, -0.3286, -1.8862], [-1.0146, 0.8774, -0.5198], [0.8688, -1.2758, -0.8292], [-0.0856, 1.1047, 7.1863], [0.1738, -2.2152, -5.6171], [0.4240, -3.5588, 1.0399], [-0.9925, 7.5734, -1.8473], [-0.1919, -0.7233, -0.1885], [0.0245, 0.2537, -0.0455], [0.5367, -1.6094, -0.4127], [0.0174, -0.3467, -0.4668], [5.6944, 4.1666, -0.7993], [-2.8868, -3.9753, 0.1982], [-3.0889, -2.3797, 1.2974], [1.3282, -3.3149, -0.0108], [-1.6889, 2.0614, 0.4935], [0.7198, 0.9501, -0.8857], [-0.6023, -0.4643, 0.7585], [0.2587, 2.7882, -0.8123], [1.5625, 2.2151, -2.0775], [0.3066, 0.3959, 2.8377], [-0.5419, -0.8900, 0.1005], [-1.6140, -0.2696, -0.3848], [1.0887, -0.8399, -0.0904], [-0.9667, -0.6069, -0.3979], [-1.3558, 3.4890, -0.6798], [-0.1606, 0.0160, -1.0129], [1.2610, -2.1766, -0.7687], [0.1421, -0.5213, 0.4238], [0.5046, -0.4669, 1.3933], [0.9604, -0.2891, 0.2663]],
  "mulliken_charge": [-1.8167, 1.3331, -0.7551, 0.4094, 0.4738, 0.3461, -0.8477, 0.4441, 0.1184, -1.2183, 1.3854, -0.6659, 0.0715, 0.3978, 0.2987, -0.0415, -0.5791, 0.3733, -0.7966, 0.0533, -0.3661, 0.4960, 0.3492, -0.1772, 0.4146, -0.2391, 0.2322, 0.2197, 0.9506, -0.5980, -0.3666, 0.4724, -0.3210, -0.8153, 0.1452, 0.3214, -0.8227, -0.2778, -0.3386, 0.4795, -0.0967, 0.1943, 0.2894, 0.3813, -0.3168, 2.9013, 1.9884, 1.8268, -0.1883, -0.0559, -2.0305, -0.3897, -1.7127, -1.3119, -1.3059, -0.0808, -0.2699, 0.3214, 0.3205, 0.3788, 0.1546, 0.2645, 0.1433, 0.4729, -0.8144, 0.2317, -0.2949, 0.2441, -0.4991, 0.2170, 0.1936, 0.4279, -0.6210, -0.2948, -0.3325, 0.3292, 0.0955, 0.3243, 0.2177, 0.2191, -0.6964, 1.3017, -0.3262, -1.0655, 0.3486, 0.3141, 0.1542, 0.2652, -0.6650, -0.0446, -0.2169, -0.1275, 0.2502, 0.3342, 0.1727, 0.0774, -0.5201, -0.2221, -0.2035, 0.0872, 0.2659, 0.2465, 0.2242, -0.8644, -0.6664, 0.2022, 0.4261, 0.4601, 0.2950, 1.0703, -0.5882, -0.6742, 0.4363, -0.6062, 0.2905],
  "lumo_ev": -0.4,
  "total_charge": 0,
  "e_above_lowest_kj_mol": 261.9
}